{"formula": "C35H45Br2Cl3FeN6OSi4Te", "method": "ωB97M-V/def2-TZVPD", "elements": ["Fe", "C", "C", "N", "N", "C", "O", "C", "C", "C", "C", "C", "C", "C", "C", "C", "C", "C", "N", "H", "H", "H", "H", "H", "H", "H", "H", "H", "H", "H", "H", "Br", "C", "C", "C", "N", "C", "C", "C", "C", "C", "Br", "C", "C", "N", "H", "H", "H", "H", "H", "H", "C", "Si", "C", "C", "Si", "Te", "Si", "C", "C", "C", "Si", "C", "C", "C", "H", "H", "H", "H", "H", "H", "H", "H", "H", "H", "H", "H", "H", "H", "H", "H", "H", "H", "H", "H", "H", "H", "H", "H", "H", "H", "H", "Cl", "C", "Cl", "Cl", "C", "N"], "coordinates": [[0.33277, 1.62662, -0.81509], [1.58979, 3.22958, 2.80600], [1.47232, 2.51375, 1.50059], [0.38655, 2.63144, 0.72618], [-0.61907, 3.46649, 0.92380], [-1.53019, 3.31001, -0.02432], [-1.37547, 2.40625, -0.94382], [-2.66438, 4.21878, -0.07699], [-3.33254, 4.38957, -1.28874], [-4.37107, 5.29370, -1.38268], [-4.75466, 6.02943, -0.27117], [-4.10228, 5.85273, 0.94134], [-3.05725, 4.95379, 1.04026], [2.46569, 1.72637, 0.90285], [3.79012, 1.58666, 1.37899], [4.74105, 0.99302, 0.60411], [4.38462, 0.52402, -0.67987], [3.07661, 0.62404, -1.07532], [2.11130, 1.15587, -0.31988], [0.61600, 3.64396, 3.05973], [1.90772, 2.54899, 3.59316], [2.31259, 4.04394, 2.74589], [-3.00038, 3.82093, -2.14615], [-4.88298, 5.42427, -2.32518], [-5.55579, 6.75198, -0.35194], [-4.40947, 6.42111, 1.80863], [-2.53097, 4.81368, 1.97064], [4.03233, 2.00345, 2.34307], [5.75857, 0.89796, 0.94902], [5.11850, 0.08085, -1.32974], [2.74727, 0.26591, -2.04113], [0.08976, -1.04254, -6.84221], [0.13331, -0.31447, -5.08395], [-0.43646, -1.04131, -4.01992], [-0.35783, -0.47876, -2.76695], [0.21476, 0.68449, -2.49495], [0.72341, 1.43187, -3.54435], [0.69421, 0.90670, -4.86039], [1.23520, 2.69791, -3.20145], [1.88512, 3.58415, -4.09797], [2.33035, 4.78954, -3.64445], [3.26021, 5.97756, -4.80499], [2.13337, 5.16761, -2.30252], [1.50949, 4.25539, -1.48275], [1.08794, 3.06382, -1.88063], [-0.92045, -1.98625, -4.18182], [-0.77306, -1.01022, -1.91905], [1.10059, 1.47992, -5.67544], [2.03909, 3.30040, -5.12524], [2.46521, 6.12034, -1.92855], [1.33902, 4.50808, -0.44733], [-2.94383, -2.47246, 3.13683], [-1.04593, -2.66111, 3.22847], [-0.26213, -1.31824, 4.34406], [-0.68287, -4.32698, 4.10870], [-0.08912, -2.65500, 0.98189], [-0.31828, -0.10870, 0.72892], [2.26384, -3.08644, 1.13112], [3.21647, -2.91746, -0.51973], [2.43800, -4.90166, 1.69599], [3.09012, -1.93548, 2.41871], [-1.26390, -4.15552, -0.53550], [-1.29951, -5.82287, 0.41014], [-0.18506, -4.39788, -2.10836], [-3.04934, -3.70835, -1.05379], [-3.39216, -2.43189, 4.12585], [-3.40011, -3.30183, 2.60486], [-3.21661, -1.56018, 2.61719], [-0.74638, -1.27732, 5.31636], [-0.36103, -0.33550, 3.89186], [0.79421, -1.50129, 4.51740], [-1.26192, -4.40489, 5.02300], [0.36264, -4.41427, 4.38184], [-0.93579, -5.18035, 3.49119], [2.80697, -3.57359, -1.28052], [4.26697, -3.17078, -0.40290], [3.16542, -1.90158, -0.89826], [2.12849, -5.58301, 0.91124], [1.82727, -5.10876, 2.56674], [3.46578, -5.14525, 1.94722], [2.88617, -0.89317, 2.18800], [4.16834, -2.05768, 2.45035], [2.71034, -2.13007, 3.41658], [-0.32266, -6.06259, 0.81636], [-1.59551, -6.63930, -0.24130], [-2.00106, -5.79547, 1.23737], [0.70974, -4.96757, -1.87706], [0.12731, -3.44422, -2.52332], [-0.71906, -4.93501, -2.88769], [-3.66063, -3.48319, -0.18693], [-3.52444, -4.52572, -1.59292], [-3.06808, -2.82982, -1.69119], [-1.85767, 1.11619, 2.33395], [-4.26197, 0.35065, -0.04421], [-5.46460, 0.00848, 1.16613], [-4.72380, 1.44950, -1.29545], [-3.11453, -0.26023, -0.02887], [-2.07067, -0.88550, 0.06234]], "gap_ev": [4.9, 5.6], "de_lowest_ev": 3.057, "largest_force_ev_per_a": 1.97, "multiplicity": 5, "homo_energy_ev": [-5.60, -7.74], "s_squared": 6.057}

---

{"formula": "C65H144F3N8O3S", "method": "ωB97M-V/def2-TZVPD", "elements": ["C", "C", "C", "N", "C", "C", "C", "C", "C", "H", "H", "H", "H", "H", "H", "H", "H", "H", "H", "H", "H", "H", "H", "H", "H", "H", "H", "C", "C", "C", "N", "C", "C", "C", "C", "C", "H", "H", "H", "H", "H", "H", "H", "H", "H", "H", "H", "H", "H", "H", "H", "H", "H", "H", "C", "C", "C", "N", "C", "C", "C", "C", "C", "H", "H", "H", "H", "H", "H", "H", "H", "H", "H", "H", "H", "H", "H", "H", "H", "H", "H", "C", "C", "C", "N", "C", "C", "C", "C", "C", "H", "H", "H", "H", "H", "H", "H", "H", "H", "H", "H", "H", "H", "H", "H", "H", "H", "H", "C", "C", "C", "N", "C", "C", "C", "C", "C", "H", "H", "H", "H", "H", "H", "H", "H", "H", "H", "H", "H", "H", "H", "H", "H", "H", "H", "C", "C", "C", "N", "C", "C", "C", "C", "C", "H", "H", "H", "H", "H", "H", "H", "H", "H", "H", "H", "H", "H", "H", "H", "H", "H", "H", "C", "C", "C", "N", "C", "C", "C", "C", "C", "H", "H", "H", "H", "H", "H", "H", "H", "H", "H", "H", "H", "H", "H", "H", "H", "H", "H", "C", "C", "C", "N", "C", "C", "C", "C", "C", "H", "H", "H", "H", "H", "H", "H", "H", "H", "H", "H", "H", "H", "H", "H", "H", "H", "H", "C", "F", "F", "F", "S", "O", "O", "O"], "coordinates": [[7.77464, -1.15675, -5.91549], [7.69903, -0.15865, -4.71722], [6.99689, -0.78108, -3.45767], [6.66723, 0.22274, -2.37734], [8.03667, 0.99389, -2.03233], [5.46777, 1.18406, -2.69598], [4.26000, 0.45199, -2.25710], [4.66360, -0.33522, -1.03441], [6.23207, -0.46580, -1.06636], [8.12707, -0.65491, -6.81663], [6.80601, -1.63085, -6.07384], [8.42013, -1.99326, -5.64773], [7.24425, 0.76754, -5.06856], [8.69731, 0.11937, -4.37921], [7.62434, -1.56988, -3.04269], [6.04243, -1.23751, -3.71992], [7.97052, 1.82948, -1.33553], [8.26510, 1.53651, -2.94965], [8.79750, 0.29955, -1.67581], [5.52069, 2.03934, -2.02232], [5.40665, 1.44502, -3.75252], [3.42812, 1.07576, -1.92998], [3.92983, -0.29180, -2.98227], [4.37854, 0.19271, -0.12439], [4.28605, -1.35708, -1.07105], [6.63805, 0.11514, -0.23824], [6.48390, -1.52475, -1.00890], [-0.21616, -4.46211, 0.32435], [0.65131, -5.16818, -0.75126], [1.29955, -6.38430, -0.11887], [2.14825, -7.17162, -1.17896], [1.26424, -7.98123, -2.18765], [3.06276, -8.13568, -0.41227], [4.47325, -8.04980, -1.04156], [4.35164, -7.15143, -2.25004], [3.16319, -6.25192, -1.92653], [0.18843, -4.50197, 1.33569], [-1.23458, -4.85010, 0.34348], [-0.28971, -3.42800, -0.01225], [1.40937, -4.53523, -1.21257], [-0.07540, -5.48699, -1.49848], [0.62174, -7.20114, 0.12905], [2.00362, -6.20637, 0.69398], [1.85755, -8.57796, -2.88046], [0.62199, -7.26098, -2.69446], [0.62645, -8.60950, -1.56586], [2.56566, -9.10047, -0.51313], [3.11405, -8.06848, 0.67444], [4.96514, -8.95473, -1.39829], [5.10406, -7.55891, -0.30047], [4.13001, -7.61964, -3.20907], [5.19852, -6.47032, -2.33376], [2.69803, -5.77621, -2.78992], [3.44692, -5.51108, -1.17903], [-3.38096, 6.15798, 0.21090], [-2.49936, 6.02924, 1.43970], [-1.80704, 4.65262, 1.69681], [-0.88182, 4.64499, 2.98616], [-1.72215, 4.82135, 4.23799], [0.19785, 5.78875, 2.95989], [1.32233, 5.28302, 3.80640], [1.14814, 3.77287, 3.98514], [0.07201, 3.39071, 3.04581], [-2.84222, 5.90666, -0.70272], [-3.73316, 7.18951, 0.21251], [-4.28052, 5.55758, 0.34653], [-3.01955, 6.29695, 2.35939], [-1.73597, 6.80693, 1.46266], [-1.20389, 4.48288, 0.80490], [-2.38206, 3.74290, 1.86962], [-2.12459, 5.83217, 4.30418], [-1.12209, 4.52719, 5.09910], [-2.51954, 4.08422, 4.14361], [-0.38093, 6.70232, 3.09594], [0.62461, 5.92877, 1.96673], [1.31901, 5.77738, 4.77784], [2.28557, 5.51162, 3.35032], [0.91776, 3.57900, 5.03274], [2.03429, 3.17384, 3.77537], [-0.54093, 2.51721, 3.26801], [0.42037, 3.19171, 2.03232], [1.16560, -0.26307, 4.19609], [2.64846, -0.46243, 4.07659], [3.30177, -0.93999, 5.45714], [4.82676, -0.90479, 5.48739], [5.49859, -1.78134, 4.41501], [5.31237, 0.53224, 5.43724], [5.36013, 1.09351, 6.84087], [5.23196, -0.06336, 7.76660], [5.26686, -1.36326, 6.87795], [0.52474, -1.14478, 4.19683], [0.90166, 0.30028, 3.30107], [1.03818, 0.37833, 5.06814], [3.09563, 0.42007, 3.61906], [2.82505, -1.26563, 3.36119], [2.96120, -1.96502, 5.60348], [2.88289, -0.36842, 6.28536], [6.55425, -1.81294, 4.68465], [5.19931, -1.28073, 3.49419], [5.08330, -2.78806, 4.46125], [6.28981, 0.50872, 4.95542], [4.82314, 1.19450, 4.72298], [6.25350, 1.70040, 6.98808], [4.55105, 1.80355, 7.01209], [6.11567, -0.10924, 8.40305], [4.30073, -0.06555, 8.33307], [6.34556, -1.51617, 6.84421], [4.59645, -2.14842, 7.22748], [-2.43745, -0.31395, 2.84020], [-3.33594, 0.39356, 3.88303], [-3.29551, -0.29231, 5.26069], [-4.33771, 0.18136, 6.38538], [-3.96415, 1.56012, 6.84518], [-4.41604, -0.85908, 7.53191], [-5.88294, -0.65014, 8.08148], [-6.77294, -0.15270, 6.96299], [-5.81435, 0.08184, 5.79736], [-1.48918, -0.68779, 3.22638], [-2.12069, 0.43369, 2.11302], [-2.95743, -1.15195, 2.37601], [-4.35047, 0.47558, 3.49303], [-2.93775, 1.40701, 3.93287], [-2.30427, -0.31537, 5.71349], [-3.43316, -1.33518, 4.97505], [-4.22896, 2.18544, 5.99255], [-2.90313, 1.44135, 7.06473], [-4.48724, 1.83999, 7.75959], [-3.58795, -0.64905, 8.20885], [-4.32275, -1.83808, 7.06185], [-5.81247, 0.14459, 8.82414], [-6.24603, -1.61783, 8.42768], [-7.21809, 0.81811, 7.18083], [-7.58931, -0.77202, 6.59141], [-5.96144, 1.04546, 5.30962], [-5.78858, -0.70470, 5.04318], [-8.08967, -0.94512, -3.58402], [-7.57437, 0.44911, -3.02504], [-7.00659, 0.32794, -1.58229], [-6.40392, 1.57361, -1.02768], [-7.60534, 2.55231, -0.73705], [-5.73908, 1.28567, 0.37021], [-4.25907, 1.41355, 0.20104], [-4.07555, 2.46237, -0.84417], [-5.16739, 2.12309, -1.83384], [-8.87416, -1.39144, -2.97290], [-7.25828, -1.65003, -3.58308], [-8.49606, -0.82088, -4.58777], [-8.39884, 1.16181, -3.04528], [-6.77644, 0.87301, -3.63474], [-6.19630, -0.38806, -1.44491], [-7.73405, 0.02647, -0.82861], [-7.26378, 3.41661, -0.16746], [-8.43342, 1.95992, -0.34787], [-7.98792, 2.88468, -1.70207], [-6.08395, 2.09363, 1.01546], [-6.05887, 0.36307, 0.85462], [-3.84470, 1.87842, 1.09563], [-3.67352, 0.51042, 0.02904], [-4.18276, 3.51592, -0.58602], [-3.11410, 2.39739, -1.35356], [-5.60304, 2.98549, -2.33841], [-4.89858, 1.39767, -2.60170], [-4.25979, -3.11325, -2.22504], [-3.25876, -3.23054, -3.31944], [-1.79914, -3.32875, -2.82514], [-0.67668, -2.97810, -3.88991], [-0.73063, -3.98303, -5.06017], [0.71036, -2.87449, -3.35576], [1.49730, -1.83770, -4.25116], [0.51335, -1.08396, -5.12724], [-0.80480, -1.51762, -4.41825], [-4.42263, -4.03047, -1.65912], [-5.22747, -2.83978, -2.64568], [-4.02603, -2.26444, -1.58241], [-3.43461, -2.46918, -4.07937], [-3.50000, -4.13313, -3.88090], [-1.64212, -4.38729, -2.61796], [-1.63872, -2.65867, -1.98054], [-1.71268, -4.13587, -5.50774], [-0.32632, -4.91404, -4.66289], [0.02002, -3.77056, -5.82143], [1.18633, -3.84753, -3.23437], [0.56471, -2.48681, -2.34749], [2.19330, -2.31173, -4.94324], [2.05360, -1.08606, -3.69110], [0.55957, -1.41041, -6.16618], [0.69262, -0.01926, -4.97752], [-1.69945, -1.47785, -5.03963], [-1.00276, -0.99729, -3.48114], [3.10668, 4.30552, -3.68227], [1.81687, 4.50071, -4.46823], [0.73529, 3.42185, -4.06115], [-0.78557, 3.65007, -4.45727], [-1.42018, 4.80766, -3.67144], [-1.58315, 2.37327, -4.29703], [-2.04965, 1.99136, -5.72575], [-1.13679, 2.65265, -6.70876], [-0.84556, 3.96943, -6.00674], [2.86150, 4.67713, -2.68733], [3.97169, 4.88012, -4.01347], [3.29500, 3.23555, -3.59409], [2.01870, 4.45526, -5.53841], [1.47931, 5.52566, -4.31443], [0.65629, 3.25600, -2.98674], [0.85585, 2.49488, -4.62178], [-2.44662, 4.91031, -4.02354], [-0.83857, 5.67739, -3.97706], [-1.51655, 4.53805, -2.61971], [-2.44324, 2.44006, -3.63080], [-0.83452, 1.66369, -3.94469], [-3.10006, 2.27765, -5.77850], [-2.11266, 0.91477, -5.88412], [-1.60393, 2.81772, -7.67965], [-0.21172, 2.14840, -6.98823], [-1.70049, 4.63060, -6.14842], [-0.02093, 4.59729, -6.34416], [1.02013, -0.32857, 0.26970], [1.65228, -1.13412, -0.59199], [0.42922, -1.07224, 1.17950], [1.90682, 0.52427, 0.82751], [-0.40080, 0.74639, -0.59980], [-1.53634, -0.16308, -0.73396], [-0.64671, 1.92964, 0.22153], [0.26143, 1.06796, -1.88528]], "gap_ev": 10.6, "de_lowest_ev": 2.479, "largest_force_ev_per_a": 2.87, "total_charge": 7, "homo_energy_ev": -22.72}